{
  "formula": "C2H2FOTl",
  "method": "wB97M-V/def2-TZVPD",
  "e_above_lowest_ev": 2.779,
  "homo_energy_ev": [-7.794, -7.126],
  "elements": ["C", "C", "F", "O", "H", "H", "Tl"],
  "positions_angstrom": [[-0.02655, -0.60895, -0.29279], [0.63949, 0.38121, 0.38792], [0.67514, -1.75465, -0.65068], [-0.81736, -0.12178, -1.16888], [1.59285, 0.77402, 0.03782], [0.12502, 0.92415, 1.18321], [-2.18860, 0.40601, 0.50340]],
  "lowdin_charge": [-0.7361, -0.0488, 0.0255, -0.2774, 0.0730, -0.0280, 0.9919]
}